1.
This record from the OMol25 dataset describes a structure of composition C46H36N2PRe. The level of theory is ωB97M-V with the def2-TZVPD basis set.

```
86
Properties=species:S:1:pos:R:3:forces:R:3
Re 0.308 -0.360 0.358 -0.4 0.0 0.4
C -3.753 -3.478 -2.875 0.0 0.0 -0.1
C -4.070 -3.770 -1.560 0.0 0.0 0.1
C -3.500 -3.039 -0.526 0.0 0.0 0.0
C -2.606 -2.011 -0.817 -0.1 0.0 0.0
C -2.285 -1.724 -2.143 0.0 -0.1 0.0
C -2.858 -2.456 -3.168 0.0 0.0 0.0
P -1.956 -0.958 0.500 0.1 -0.1 0.0
C -2.268 -1.813 2.059 0.0 0.0 0.1
C -1.671 -3.062 2.250 0.0 0.0 0.0
C -1.805 -3.713 3.462 0.0 0.0 0.0
C -2.517 -3.115 4.497 0.0 0.0 0.0
C -3.105 -1.876 4.312 0.0 0.0 0.0
C -2.985 -1.222 3.092 0.0 -0.1 0.0
C -2.825 0.611 0.476 0.0 0.0 -0.1
C -4.186 0.778 0.496 0.0 0.1 0.0
C -4.726 2.077 0.450 0.0 0.0 0.0
C -3.895 3.164 0.382 0.0 0.0 0.0
C -2.488 3.016 0.351 0.0 0.1 0.0
C -1.610 4.129 0.290 0.0 0.0 0.0
C -0.259 3.938 0.261 0.0 -0.1 0.0
C 0.284 2.633 0.282 0.0 0.1 0.0
C -0.512 1.512 0.334 -0.2 0.0 -0.1
C -1.939 1.716 0.383 0.1 -0.1 0.0
H -4.200 -4.049 -3.677 0.0 0.0 0.0
H -4.762 -4.568 -1.331 0.0 0.0 0.0
H -3.750 -3.275 0.499 0.0 0.0 0.0
H -1.574 -0.947 -2.374 0.0 0.1 0.0
H -2.601 -2.235 -4.195 0.0 0.0 0.0
H -1.110 -3.526 1.446 0.0 0.0 0.0
H -1.356 -4.687 3.603 0.0 0.0 0.0
H -2.613 -3.622 5.448 0.0 0.0 0.0
H -3.658 -1.412 5.118 0.0 0.0 0.0
H -3.449 -0.256 2.951 0.0 0.1 0.0
H -4.847 -0.079 0.545 0.0 0.0 0.0
H -5.798 2.212 0.465 0.0 0.0 0.0
H -4.311 4.162 0.347 0.0 0.0 0.0
H -2.027 5.128 0.272 0.0 0.0 0.0
H 0.407 4.789 0.219 0.0 0.0 0.0
H 1.364 2.525 0.235 0.0 0.0 0.0
C 3.843 -3.131 1.595 0.0 0.0 0.0
C 3.900 -1.920 0.937 -0.1 0.1 0.0
C 2.947 -0.941 1.219 0.1 -0.1 0.0
C 1.922 -1.202 2.133 0.0 -0.1 -0.1
C 1.874 -2.431 2.803 -0.1 0.1 0.0
C 2.835 -3.381 2.532 0.1 0.0 0.0
N 0.877 -0.231 2.200 0.1 -0.2 0.2
C 0.633 0.432 3.428 0.1 0.0 -0.2
C -0.540 1.160 3.600 0.0 0.0 0.1
C -0.776 1.814 4.798 0.0 0.0 0.0
C 0.146 1.740 5.834 0.0 0.0 0.0
C 1.315 1.015 5.659 0.0 0.0 0.0
C 1.567 0.367 4.460 0.0 0.1 0.1
H 4.584 -3.891 1.391 0.0 0.0 0.0
H 4.684 -1.720 0.220 0.0 0.0 0.0
H 3.021 0.053 0.781 0.0 0.0 0.0
H 1.073 -2.619 3.506 0.0 0.0 0.0
H 2.804 -4.334 3.042 0.0 0.0 0.0
H -1.265 1.218 2.802 0.0 0.0 0.0
H -1.690 2.379 4.921 0.0 0.0 0.0
H -0.044 2.247 6.769 0.0 0.0 0.0
H 2.045 0.958 6.455 0.0 0.0 0.0
H 2.491 -0.180 4.330 0.0 0.0 0.0
C 1.768 -4.564 -2.793 0.0 0.0 0.0
C 1.557 -4.311 -1.444 0.0 0.0 0.0
C 1.261 -3.030 -1.011 0.0 -0.1 0.0
C 1.182 -1.981 -1.925 -0.2 0.2 -0.1
C 1.374 -2.239 -3.280 0.0 -0.1 0.1
C 1.668 -3.527 -3.705 0.0 0.0 0.0
N 0.792 -0.672 -1.482 0.5 0.1 -0.3
C 1.148 0.428 -2.347 -0.2 0.0 0.0
C 0.179 1.325 -2.777 0.1 -0.1 -0.1
C 0.546 2.417 -3.550 0.0 0.0 0.0
C 1.876 2.615 -3.890 0.0 0.0 0.0
C 2.842 1.717 -3.456 0.0 0.0 0.0
C 2.484 0.622 -2.687 -0.1 0.1 0.0
H 1.999 -5.565 -3.129 0.0 0.0 0.0
H 1.624 -5.112 -0.721 0.0 0.0 0.0
H 1.091 -2.871 0.052 0.0 0.1 0.0
H 1.284 -1.439 -4.000 0.0 0.0 0.0
H 1.814 -3.715 -4.760 0.0 0.0 0.0
H -0.853 1.186 -2.488 -0.1 0.0 0.0
H -0.211 3.115 -3.880 0.0 0.0 0.0
H 2.162 3.468 -4.490 0.0 0.0 0.0
H 3.880 1.867 -3.719 0.0 0.0 0.0
H 3.233 -0.083 -2.351 0.0 0.0 0.0
```
Forces are in eV/Å.

Output
* expectation value of S²: 0.77
* charge: +1
* orbital gap (alpha / beta): 6.105 / 6.904 eV
* multiplicity: 2


2.
This record from the OMol25 dataset describes a structure of composition C4H8N2O. The level of theory is ωB97M-V with the def2-TZVPD basis set.

```
15
Properties=species:S:1:pos:R:3:forces:R:3
C -0.185 0.243 0.281 -0.1 -0.7 1.1
C 0.782 0.096 -0.808 -0.7 0.2 -5.3
C 0.279 0.994 1.505 -0.1 -0.4 -0.1
N 0.518 -1.275 -1.174 1.8 0.8 -3.1
C 0.042 -1.853 -0.082 -0.9 0.8 1.4
N -1.519 0.494 -0.037 0.1 -0.6 0.1
O -0.279 -2.941 0.262 0.0 0.2 -0.1
H 0.709 -1.373 -2.244 -0.6 -1.5 2.4
H -1.943 1.355 0.265 -0.1 -0.2 -0.2
H -1.920 -0.090 -0.755 -0.3 0.6 0.1
H 1.822 0.300 -0.579 0.1 0.1 0.1
H 0.518 0.476 -2.067 0.8 0.7 3.6
H 1.330 0.798 1.704 0.0 0.0 0.1
H -0.319 0.707 2.370 0.1 0.0 0.0
H 0.164 2.069 1.360 -0.1 0.2 -0.1
```
Forces are in eV/Å.

Output
* orbital gap: 8.602 eV


3.
This record from the OMol25 dataset describes a structure of composition C24H34BiN6OS. The level of theory is ωB97M-V with the def2-TZVPD basis set.

```
67
Properties=species:S:1:pos:R:3:forces:R:3
Bi -0.739 0.212 0.481 0.0 0.3 -0.1
C -3.142 -1.800 0.785 -0.6 -0.1 0.4
N -2.314 -1.468 -0.395 0.5 0.5 0.3
C -1.587 -2.625 -0.918 0.2 -0.4 -0.4
C -0.362 -2.956 -0.122 0.1 -0.4 0.0
C 0.219 -4.215 -0.179 -0.1 0.2 0.1
C 1.387 -4.448 0.530 0.0 0.3 0.0
C 1.926 -3.419 1.292 -0.1 0.1 0.0
C 1.287 -2.194 1.297 0.4 -0.5 0.3
N 0.179 -1.971 0.587 0.0 0.1 -0.2
C -3.171 -0.893 -1.441 -0.3 0.2 -0.6
C -3.644 0.491 -1.090 -0.4 0.1 -0.2
C -4.789 1.039 -1.652 0.2 0.0 0.1
C -5.169 2.319 -1.276 0.2 -0.1 0.1
C -4.394 3.008 -0.353 0.1 -0.1 0.0
C -3.253 2.398 0.140 -0.4 0.4 0.0
N -2.898 1.169 -0.223 0.2 -0.3 0.1
C -2.469 -1.821 2.129 -0.2 -0.5 0.5
C -2.895 -2.696 3.121 0.1 0.1 -0.2
C -2.376 -2.581 4.403 0.1 0.2 -0.1
C -1.441 -1.588 4.665 -0.1 -0.1 -0.1
C -1.056 -0.760 3.631 0.0 0.0 0.4
N -1.563 -0.879 2.404 -0.4 0.3 -0.4
H -3.648 -2.758 0.627 0.0 0.1 -0.1
H -3.925 -1.038 0.870 0.0 -0.1 -0.1
H -1.258 -2.402 -1.939 -0.1 0.0 0.0
H -2.237 -3.503 -0.976 0.0 0.1 0.0
H -0.223 -4.984 -0.789 -0.1 -0.2 0.0
H 1.865 -5.414 0.489 0.1 -0.1 0.0
H 2.834 -3.557 1.859 0.0 0.0 0.1
H 1.663 -1.366 1.875 0.1 0.1 0.1
H -4.041 -1.535 -1.621 0.1 0.0 0.0
H -2.606 -0.838 -2.377 0.0 -0.1 0.1
H -5.373 0.476 -2.365 -0.1 -0.1 0.0
H -6.064 2.760 -1.684 -0.1 0.1 -0.1
H -4.669 3.996 -0.023 0.0 0.1 0.1
H -2.603 2.893 0.845 0.0 0.2 0.1
H -3.634 -3.451 2.908 -0.1 -0.1 -0.1
H -2.705 -3.245 5.187 0.0 -0.1 0.1
H -1.023 -1.460 5.651 0.1 0.0 0.1
H -0.342 0.031 3.785 0.2 0.1 0.1
C 5.635 2.351 1.356 -0.1 0.1 -0.1
C 4.612 3.116 0.523 0.4 0.0 0.1
N 3.398 2.322 0.320 -0.1 0.1 0.1
C 3.265 1.346 -0.577 -0.2 -0.2 0.0
S 1.970 0.181 -0.432 0.3 0.0 0.0
N 4.137 1.193 -1.553 0.3 0.5 0.4
C 4.090 0.209 -2.620 -0.2 -0.3 -0.6
C 3.396 0.770 -3.855 0.1 -0.1 0.2
H 6.514 2.969 1.512 0.1 0.0 0.0
H 5.946 1.436 0.856 0.0 -0.1 0.0
H 5.223 2.098 2.330 0.0 0.0 0.1
H 5.032 3.408 -0.441 -0.1 0.1 0.0
H 4.319 4.032 1.036 0.0 0.0 -0.2
H 2.790 2.290 1.127 -0.1 -0.2 -0.3
H 4.895 1.860 -1.623 -0.1 0.0 0.1
H 3.566 -0.677 -2.254 0.2 0.1 0.0
H 5.123 -0.065 -2.852 -0.1 0.0 0.1
H 2.379 1.076 -3.619 -0.1 0.0 0.0
H 3.351 0.005 -4.624 0.0 0.0 -0.2
H 3.944 1.623 -4.243 0.0 0.1 -0.1
C -0.811 3.507 -1.847 -0.3 0.4 -0.2
O -0.302 2.302 -1.265 0.1 -0.3 0.2
H -0.454 3.621 -2.871 0.0 0.0 0.1
H -0.518 4.376 -1.254 0.0 0.0 -0.1
H -1.896 3.431 -1.856 0.1 0.0 -0.1
H 0.650 2.290 -1.411 0.1 -0.2 0.0
```
Forces are in eV/Å.

Output
* charge: +3
* orbital gap: 7.110 eV


4.
This record from the OMol25 dataset describes a structure of composition C41H29BrN3O6PRhS5. The level of theory is ωB97M-V with the def2-TZVPD basis set.

```
87
Properties=species:S:1:pos:R:3:forces:R:3
Rh 1.281 -0.811 -1.559 0.1 0.2 0.1
O 2.730 -4.007 0.454 0.2 -1.4 0.4
S 2.527 -2.617 0.262 1.1 1.0 -1.2
O 3.303 -2.005 -0.828 -0.3 -0.4 0.0
O 1.110 -2.277 0.056 -1.1 -0.2 0.4
C 3.148 -1.819 1.723 -0.2 0.4 0.2
C 3.254 -2.645 2.812 -0.9 -1.5 0.4
C 3.750 -2.239 4.035 1.6 0.0 0.3
C 4.370 -1.001 4.028 0.3 1.2 1.1
C 4.279 -0.125 2.970 -0.2 0.2 -0.5
C 3.582 -0.504 1.831 0.2 0.1 0.1
S 3.305 0.737 0.603 -4.1 -0.3 1.9
O 4.322 0.563 -0.320 2.6 -0.1 -3.1
O 3.263 1.987 1.315 -0.1 0.4 0.2
O 1.875 0.364 0.143 2.1 1.1 0.4
H 2.871 -3.644 2.624 0.2 0.0 0.4
H 3.940 -2.880 4.919 -0.7 0.2 -0.8
H 4.888 -0.553 4.882 -0.2 -0.7 0.1
H 4.727 0.871 3.040 -0.4 -0.3 -0.1
C -2.026 3.902 1.276 -0.4 -1.3 -0.5
C -0.742 3.673 0.765 -1.1 -0.4 -0.5
C -0.468 2.522 0.090 -0.2 -1.9 -1.2
C -1.468 1.498 -0.139 2.4 0.9 0.8
C -2.654 1.640 0.503 -2.9 1.1 -0.5
C -2.975 2.888 1.123 0.2 -0.6 -0.2
P -0.979 0.079 -1.136 -0.6 -1.2 0.1
C -2.181 -1.228 -0.502 -0.6 1.5 -2.0
C -2.094 -1.693 0.773 -0.1 -0.9 1.8
C -3.197 -2.413 1.304 1.9 -1.2 -0.4
C -4.260 -2.756 0.514 -1.6 -0.2 0.1
C -4.380 -2.271 -0.796 -0.1 0.0 0.1
C -3.327 -1.506 -1.291 -0.2 0.3 -0.2
C -1.556 0.509 -2.825 1.5 -0.1 0.6
C -2.592 1.403 -3.055 0.6 -1.3 2.7
C -2.885 1.760 -4.343 0.2 0.9 -1.1
C -2.101 1.238 -5.359 0.1 -0.3 0.7
C -0.984 0.384 -5.158 0.0 -0.1 0.0
C -0.181 -0.010 -6.291 1.5 0.1 1.7
C 1.082 -0.533 -5.991 -2.4 0.6 2.6
C 1.477 -0.799 -4.598 -2.2 0.6 -1.1
C 0.632 -0.636 -3.510 -0.1 1.0 -1.1
C -0.604 0.049 -3.818 -1.5 0.3 -0.4
H -2.320 4.819 1.728 -0.1 0.6 0.2
H 0.042 4.366 0.679 0.7 1.3 0.7
H 0.548 2.375 -0.321 -0.7 0.0 0.2
H -3.540 0.965 0.266 1.4 0.6 0.6
H -4.034 3.025 1.357 0.5 0.2 0.4
H -1.173 -1.577 1.380 -0.7 0.1 -0.5
H -3.070 -3.074 2.165 0.0 0.9 0.4
H -5.035 -3.406 0.993 0.6 0.6 -0.8
H -5.293 -2.482 -1.390 0.8 0.2 0.3
H -3.416 -1.049 -2.296 0.1 -0.5 0.7
H -3.109 1.754 -2.105 0.4 -0.2 -1.7
H -3.595 2.578 -4.467 -0.1 -0.4 -0.5
H -2.240 1.496 -6.372 -0.5 0.5 -1.0
H -0.521 0.319 -7.270 0.3 -0.4 0.0
H 1.807 -0.723 -6.697 1.3 -0.4 -1.8
H 2.448 -1.163 -4.432 1.2 -0.5 0.1
Br -2.215 -4.964 -2.580 -0.8 -0.3 0.4
C -0.666 -4.817 -3.616 0.1 1.1 0.1
C 0.357 -4.066 -3.030 0.6 -1.3 -1.0
C 1.510 -3.917 -3.811 -0.6 1.0 1.9
C 1.498 -4.353 -5.101 -1.3 -1.3 0.1
C 0.390 -5.065 -5.585 -0.1 0.9 0.9
N -0.725 -5.276 -4.849 1.2 0.0 -0.4
H 0.294 -3.777 -1.997 0.0 0.3 0.2
H 2.353 -3.375 -3.365 -0.2 -0.3 -0.3
H 2.371 -4.235 -5.653 1.2 0.2 -1.3
H 0.377 -5.391 -6.608 -0.1 -0.3 -0.3
S -2.882 3.783 5.035 1.3 0.5 0.0
C -1.523 4.747 4.617 -6.3 -1.8 1.0
S -1.811 6.339 4.214 0.7 1.2 -0.3
C -0.094 6.409 3.802 -2.0 4.9 -1.1
N 0.540 5.357 3.986 1.6 -4.1 0.3
N -0.333 4.363 4.357 4.7 -0.8 0.7
C 0.207 3.019 4.632 -0.5 1.6 1.6
C 0.303 2.545 6.014 0.4 -1.2 -1.3
C 0.614 1.180 6.144 0.8 -0.2 -1.2
C 1.080 0.408 4.972 0.1 0.5 1.4
C 1.123 0.994 3.754 -0.2 2.7 -2.8
C 0.600 2.371 3.534 0.9 -4.0 0.0
S 0.538 7.824 3.085 0.2 -0.2 0.2
H 0.256 3.238 6.877 -0.5 -0.6 -0.7
H 0.645 0.601 7.090 0.0 1.0 -0.5
H 1.574 -0.576 5.096 -0.7 0.6 0.1
H 1.563 0.663 2.762 -0.6 -0.5 1.8
H 0.494 2.654 2.480 0.1 0.4 0.9
```
Forces are in eV/Å.

Output
* expectation value of S²: 6.04
* charge: -1
* orbital gap (alpha / beta): 6.228 / 4.617 eV
* multiplicity: 5


It is found that the F_max values, taken in the order of the records, are 0.6 5.3 0.8 6.6 eV Å⁻¹.
It is found that the calculated total energy values, taken in the order of the records, are -62680.4960 -9301.9691 -53079.5412 -196255.4421 eV.
It is found that the energy above the lowest of the compared OMol25 structures with the same formula, charge and spin values, taken in the order of the records, are 0.000 4.424 1.001 2.681 eV.